Molecular formula: C5H10O
Method: DFT, ωB97M-V/def2-TZVPD

The geometry in ORCA input format:
```
! wB97M-V def2-TZVPD RIJCOSX def2/J DEFGRID3
* xyz 0 1
O -0.262 -0.600 2.580
C -1.182 -0.352 1.531
C -0.593 -0.716 0.176
C 0.535 0.212 -0.238
C 0.374 1.202 -1.358
C 1.199 -0.037 -1.555
H 0.598 -0.258 2.300
H -1.502 0.702 1.528
H -2.060 -0.968 1.750
H -1.372 -0.698 -0.597
H -0.234 -1.752 0.236
H 1.147 0.619 0.563
H -0.598 1.282 -1.835
H 0.915 2.142 -1.271
H 0.757 -0.830 -2.153
H 2.277 0.051 -1.656
*
```

The energy comes out at -7393.529 eV. The SMILES is OCCC1CC1. Its HOMO-LUMO gap is 11.305 eV. The calculation puts the HOMO energy at -10.1855 eV. The value obtained for the relative energy (zero: lowest compared OMol25 entry of this formula, charge and spin) is 28.5 kcal/mol. The value obtained for the LUMO energy is 1.12 eV.

Molecular formula: C5H10O
Method: DFT, ωB97M-V/def2-TZVPD

The geometry in ORCA input format:
```
! wB97M-V def2-TZVPD RIJCOSX def2/J DEFGRID3
* xyz 0 1
O -2.082 0.285 0.494
C -0.984 0.218 -0.635
C -0.192 -1.090 -0.632
C 0.888 -0.871 0.443
C 1.301 0.596 0.245
C -0.038 1.279 -0.097
H -1.980 -0.346 1.235
H -1.563 0.445 -1.533
H -0.868 -1.925 -0.444
H 0.293 -1.275 -1.604
H 1.720 -1.580 0.372
H 0.442 -0.992 1.437
H 1.756 1.026 1.145
H 2.062 0.669 -0.549
H -0.789 1.265 0.755
H 0.011 2.259 -0.592
*
```

The energy comes out at -7393.304 eV. The SMILES is OC1CCCC1. Its HOMO-LUMO gap is 10.854 eV. The calculation puts the HOMO energy at -9.8110 eV. The value obtained for the relative energy (zero: lowest compared OMol25 entry of this formula, charge and spin) is 33.7 kcal/mol. The value obtained for the LUMO energy is 1.04 eV.

Molecular formula: C5H10O
Method: DFT, ωB97M-V/def2-TZVPD

The geometry in ORCA input format:
```
! wB97M-V def2-TZVPD RIJCOSX def2/J DEFGRID3
* xyz 0 1
C -0.410 -1.504 -1.233
C -0.906 -0.405 -0.275
C -0.121 -0.162 1.025
C 0.661 1.296 0.776
O 2.050 1.155 0.533
C -0.357 1.048 -0.459
H -0.619 -2.525 -0.869
H 0.674 -1.421 -1.357
H -0.862 -1.431 -2.234
H -2.009 -0.501 -0.167
H 0.719 -0.817 1.151
H -0.799 -0.007 1.858
H 0.516 1.757 1.759
H 2.406 0.632 1.274
H -1.162 1.762 -0.397
H 0.280 1.073 -1.325
*
```

The energy comes out at -7391.734 eV. Its HOMO-LUMO gap is 9.215 eV. The calculation puts the HOMO energy at -8.1875 eV. The value obtained for the relative energy (zero: lowest compared OMol25 entry of this formula, charge and spin) is 69.9 kcal/mol. The value obtained for the LUMO energy is 1.03 eV.

Molecular formula: C5H10O
Method: DFT, ωB97M-V/def2-TZVPD

The geometry in ORCA input format:
```
! wB97M-V def2-TZVPD RIJCOSX def2/J DEFGRID3
* xyz 0 1
C 2.188 0.101 -0.031
C 0.936 -0.324 -0.793
C -0.370 -0.265 0.064
O -0.234 -1.293 0.989
C -1.586 0.917 0.699
C -1.671 0.069 -0.530
H 3.092 0.036 -0.650
H 2.336 -0.535 0.847
H 2.072 1.134 0.303
H 1.087 -1.376 -1.119
H 0.840 0.238 -1.730
H -1.010 -1.261 1.556
H -1.974 0.519 1.641
H -1.629 1.997 0.668
H -2.533 -0.557 -0.437
H -1.543 0.601 -1.476
*
```

The energy comes out at -7392.272 eV. The SMILES is CCC1(O)CC1. Its HOMO-LUMO gap is 9.282 eV. The calculation puts the HOMO energy at -8.2933 eV. The value obtained for the relative energy (zero: lowest compared OMol25 entry of this formula, charge and spin) is 57.5 kcal/mol. The value obtained for the LUMO energy is 0.99 eV.

Molecular formula: C5H10O
Method: DFT, ωB97M-V/def2-TZVPD

The geometry in ORCA input format:
```
! wB97M-V def2-TZVPD RIJCOSX def2/J DEFGRID3
* xyz 0 1
C -0.838 -0.420 2.265
C -0.715 0.387 1.215
C 0.481 0.909 0.540
C 0.611 0.880 -0.785
C 1.926 0.921 -1.531
H -1.755 -0.919 2.544
H -0.004 -0.528 2.959
H -1.630 0.591 0.660
H 1.291 1.316 1.145
H -0.140 0.300 -1.315
H 2.739 1.145 -0.840
H 1.931 1.535 -2.425
H 2.028 -0.101 -1.923
O -2.043 -1.552 -0.833
H -2.013 -2.249 -0.138
H -1.869 -2.218 -1.537
*
```

The energy comes out at -7392.804 eV. The SMILES is C=C/C=C/C.O. Its HOMO-LUMO gap is 9.334 eV. The calculation puts the HOMO energy at -8.5941 eV. The value obtained for the relative energy (zero: lowest compared OMol25 entry of this formula, charge and spin) is 45.2 kcal/mol. The value obtained for the LUMO energy is 0.74 eV.

Molecular formula: C5H10O
Method: DFT, ωB97M-V/def2-TZVPD

The geometry in ORCA input format:
```
! wB97M-V def2-TZVPD RIJCOSX def2/J DEFGRID3
* xyz 0 1
C -1.785 -0.990 -1.634
C -1.251 -0.574 -0.278
O 0.017 0.014 -0.491
C 0.512 0.716 0.604
C 1.596 0.126 1.461
C 1.899 1.228 0.471
H -2.815 -1.354 -1.561
H -1.162 -1.777 -2.070
H -1.764 -0.128 -2.309
H -1.928 0.161 0.187
H -1.181 -1.433 0.408
H -0.228 1.353 1.092
H 1.606 0.366 2.521
H 1.944 -0.872 1.208
H 2.126 2.232 0.826
H 2.415 0.930 -0.436
*
```

The energy comes out at -7393.301 eV. The SMILES is CCOC1CC1. Its HOMO-LUMO gap is 10.560 eV. The calculation puts the HOMO energy at -9.3211 eV. The value obtained for the relative energy (zero: lowest compared OMol25 entry of this formula, charge and spin) is 33.8 kcal/mol. The value obtained for the LUMO energy is 1.24 eV.

Molecular formula: C5H10O
Method: DFT, ωB97M-V/def2-TZVPD

The geometry in ORCA input format:
```
! wB97M-V def2-TZVPD RIJCOSX def2/J DEFGRID3
* xyz 0 1
C 2.329 0.055 0.255
O 1.200 -0.728 0.558
C 0.126 -0.421 -0.289
C -0.530 0.976 -0.174
C -1.898 0.293 0.072
C -1.200 -1.090 0.103
H 2.270 1.047 0.726
H 2.432 0.195 -0.832
H 3.215 -0.464 0.628
H 0.419 -0.626 -1.333
H -0.166 1.587 0.658
H -0.457 1.559 -1.096
H -2.604 0.418 -0.753
H -2.404 0.580 0.998
H -1.169 -1.552 1.094
H -1.561 -1.829 -0.618
*
```

The energy comes out at -7393.346 eV. The SMILES is COC1CCC1. Its HOMO-LUMO gap is 10.697 eV. The calculation puts the HOMO energy at -9.5187 eV. The value obtained for the relative energy (zero: lowest compared OMol25 entry of this formula, charge and spin) is 32.7 kcal/mol. The value obtained for the LUMO energy is 1.18 eV.

Molecular formula: C5H10O
Method: DFT, ωB97M-V/def2-TZVPD

The geometry in ORCA input format:
```
! wB97M-V def2-TZVPD RIJCOSX def2/J DEFGRID3
* xyz 0 1
C -1.393 -0.758 0.986
C -2.045 -0.286 -0.072
H -0.444 -1.275 0.878
H -1.776 -0.640 1.997
H -1.654 -0.403 -1.080
H -2.992 0.242 0.024
C 2.225 -0.374 -0.162
C 1.619 -1.485 -0.566
H 2.884 -0.372 0.703
H 2.068 0.576 -0.669
H 1.753 -2.436 -0.054
H 0.955 -1.489 -1.429
C -0.302 2.174 -0.133
O 0.413 2.176 -1.105
H 0.044 1.835 0.862
H -1.355 2.515 -0.182
*
```

The energy comes out at -7391.876 eV. The SMILES is C=C.C=C.C=O. Its HOMO-LUMO gap is 10.912 eV. The calculation puts the HOMO energy at -10.0256 eV. The value obtained for the relative energy (zero: lowest compared OMol25 entry of this formula, charge and spin) is 66.6 kcal/mol. The value obtained for the LUMO energy is 0.89 eV.

Molecular formula: C5H10O
Method: DFT, ωB97M-V/def2-TZVPD

The geometry in ORCA input format:
```
! wB97M-V def2-TZVPD RIJCOSX def2/J DEFGRID3
* xyz 0 1
C 1.743 1.236 -1.420
C 0.766 1.850 -0.756
C -0.679 1.338 -0.700
C -1.084 1.135 0.730
C -0.656 0.066 1.388
H 2.749 1.149 -1.050
H 1.576 0.796 -2.399
H 1.016 2.495 0.084
H -0.759 0.323 -1.098
H -1.241 1.997 -1.369
H -1.765 1.776 1.280
H -0.410 0.077 2.443
H -0.218 -0.755 0.821
O -0.036 -4.252 0.668
H -0.369 -4.468 -0.209
H -0.581 -3.543 1.012
*
```

The energy comes out at -7391.932 eV. The SMILES is C=CCC=C.O. Its HOMO-LUMO gap is 10.028 eV. The calculation puts the HOMO energy at -9.2066 eV. The value obtained for the relative energy (zero: lowest compared OMol25 entry of this formula, charge and spin) is 65.3 kcal/mol. The value obtained for the LUMO energy is 0.82 eV.

Molecular formula: C5H10O
Method: DFT, ωB97M-V/def2-TZVPD

The geometry in ORCA input format:
```
! wB97M-V def2-TZVPD RIJCOSX def2/J DEFGRID3
* xyz 0 1
C 1.434 -0.592 1.318
C 1.188 -0.606 -0.184
C -0.179 -0.835 -0.807
C -1.013 0.186 -0.632
C -1.387 0.785 0.689
O -1.608 0.789 -1.714
H 2.514 -0.653 1.481
H 1.092 0.329 1.804
H 0.948 -1.441 1.803
H 1.515 0.376 -0.576
H 1.831 -1.333 -0.670
H -0.190 -1.315 -1.786
H -2.483 0.796 0.680
H -1.037 1.814 0.838
H -1.073 0.170 1.533
H -1.428 1.728 -1.565
*
```

The energy comes out at -7392.719 eV. The SMILES is CC/C=C(\C)O. Its HOMO-LUMO gap is 8.940 eV. The calculation puts the HOMO energy at -8.0714 eV. The value obtained for the relative energy (zero: lowest compared OMol25 entry of this formula, charge and spin) is 47.2 kcal/mol. The value obtained for the LUMO energy is 0.87 eV.

Molecular formula: C5H10O
Method: DFT, ωB97M-V/def2-TZVPD

The geometry in ORCA input format:
```
! wB97M-V def2-TZVPD RIJCOSX def2/J DEFGRID3
* xyz 0 1
O 0.839 0.385 -1.806
C -0.148 -0.338 -1.077
C -1.020 0.610 -0.247
C -0.066 0.982 0.887
C 0.402 -0.408 1.324
C 0.600 -1.166 -0.011
H 0.385 0.985 -2.412
H -0.734 -0.968 -1.762
H -1.427 1.450 -0.818
H -1.862 0.042 0.171
H -0.511 1.583 1.685
H 0.783 1.530 0.465
H 1.294 -0.393 1.955
H -0.403 -0.885 1.898
H 1.654 -1.220 -0.299
H 0.213 -2.190 0.046
*
```

The energy comes out at -7394.608 eV. The SMILES is OC1CCCC1. Its HOMO-LUMO gap is 11.221 eV. The calculation puts the HOMO energy at -10.2062 eV. The value obtained for the relative energy (zero: lowest compared OMol25 entry of this formula, charge and spin) is 3.6 kcal/mol. The value obtained for the LUMO energy is 1.01 eV.

Molecular formula: C5H10O
Method: DFT, ωB97M-V/def2-TZVPD

The geometry in ORCA input format:
```
! wB97M-V def2-TZVPD RIJCOSX def2/J DEFGRID3
* xyz 0 1
O 1.735 0.171 1.561
C 1.686 -0.348 0.254
C 0.290 -0.540 -0.284
C -1.085 -0.761 0.398
C -1.665 0.370 -0.509
C -0.162 0.851 -0.680
H 0.954 0.725 1.698
H 2.057 0.416 -0.596
H 2.338 -1.225 0.258
H 0.359 -1.182 -1.174
H -1.091 -0.479 1.459
H -1.520 -1.761 0.298
H -2.156 -0.028 -1.401
H -2.368 1.056 -0.013
H -0.014 1.542 0.164
H 0.640 1.193 -1.434
*
```

The energy comes out at -7392.445 eV. The SMILES is OCC1CCC1. Its HOMO-LUMO gap is 11.044 eV. The calculation puts the HOMO energy at -10.0178 eV. The value obtained for the relative energy (zero: lowest compared OMol25 entry of this formula, charge and spin) is 53.5 kcal/mol. The value obtained for the LUMO energy is 1.03 eV.